8
Properties=species:S:1:pos:R:3:lowdin_charge:R:1 method="wB97M-V/def2-TZVPD" energy_ha=-6244.9450 spin_multiplicity=1 e_lumo_ev="0.00 / -1.20" homo_lumo_gap_ev="8.770 / 7.367" e_above_lowest_kj_mol=312.8
C 0.207 0.890 0.148 -0.59
C -3.954 -0.017 0.406 -1.80
F 0.495 1.824 -0.757 -0.05
Cl -1.358 0.946 0.778 0.70
Cl -4.402 -0.254 2.049 0.51
Br -5.012 1.199 -0.580 0.60
Br -3.532 -1.602 -0.554 0.57
H 0.678 -0.065 -0.035 0.06